{
  "formula": "C16H36NO9P3",
  "method": "ωB97M-V/def2-TZVPD",
  "energy_ev": -64957.4723,
  "smiles": "CCCCCCCCCP(O)(CON=O)(CC(=O)O)PP(=O)(O)O.C1CCOC1",
  "relative_energy_kj_mol": 119.9,
  "symbols": ["C", "C", "C", "C", "C", "C", "C", "C", "C", "P", "O", "C", "O", "N", "O", "C", "C", "O", "O", "P", "P", "O", "O", "O", "H", "H", "H", "H", "H", "H", "H", "H", "H", "H", "H", "H", "H", "H", "H", "H", "H", "H", "H", "H", "H", "H", "H", "H", "H", "H", "H", "H", "C", "C", "C", "O", "C", "H", "H", "H", "H", "H", "H", "H", "H"],
  "positions_angstrom": [[6.852799, -0.066370, -0.731145], [5.501166, 0.607619, -0.512621], [4.340163, -0.345754, -0.149977], [4.434118, -1.746311, -0.751849], [3.311864, -2.713241, -0.332457], [1.922022, -2.086484, -0.168577], [1.126036, -1.979410, -1.505385], [-0.283177, -2.583876, -1.304542], [-1.071407, -1.730196, -0.284829], [-2.644902, -0.973427, -0.915749], [-1.987690, -0.571963, -2.442467], [-2.880116, 0.891365, -0.621785], [-1.532233, 1.423732, -0.485169], [-1.407210, 2.564132, -1.343299], [-1.822639, 3.488323, -0.775770], [-3.901704, -2.104790, -1.658097], [-4.943767, -1.409895, -2.497638], [-4.851019, -0.311802, -2.890285], [-6.020827, -2.186427, -2.761137], [-3.527961, -1.362322, 1.188656], [-5.619179, -0.823847, 1.309716], [-6.016871, -0.977656, 2.704144], [-6.510488, -1.777348, 0.379522], [-5.992579, 0.693682, 0.857683], [7.649855, 0.643341, -0.948512], [7.138002, -0.650577, 0.145259], [6.821053, -0.775635, -1.560014], [5.236215, 1.244666, -1.356994], [5.622478, 1.282712, 0.338525], [3.433233, 0.107803, -0.563776], [4.166845, -0.365108, 0.926753], [4.532885, -1.667846, -1.836576], [5.372842, -2.199613, -0.423810], [3.582709, -3.287115, 0.552650], [3.219099, -3.456423, -1.130185], [1.345522, -2.780891, 0.449881], [1.921240, -1.148253, 0.381530], [1.650369, -2.476734, -2.318207], [0.966614, -0.912889, -1.696314], [-0.142619, -3.572432, -0.863330], [-0.800127, -2.743560, -2.248826], [-0.480249, -0.922325, 0.149592], [-1.329769, -2.381728, 0.548348], [-1.082562, -0.241694, -2.364199], [-3.425628, 1.362207, -1.436975], [-3.353366, 1.065928, 0.333787], [-4.343870, -2.691264, -0.856179], [-3.393260, -2.837339, -2.292359], [-6.791004, -1.615747, -2.615725], [-2.875719, -0.439627, 2.042163], [-7.429758, -1.464720, 0.389747], [-5.755073, 1.297011, 1.576514], [0.053323, 4.126009, 2.061510], [1.505073, 4.540634, 2.269780], [1.966758, 3.562531, 3.335461], [1.220549, 2.361814, 3.134057], [0.144912, 2.607139, 2.221488], [-0.353134, 4.429319, 1.098956], [-0.572389, 4.553527, 2.848836], [2.072150, 4.383260, 1.348667], [1.624086, 5.581116, 2.569219], [1.749676, 3.936207, 4.341944], [3.033094, 3.341674, 3.270782], [0.396057, 2.133988, 1.266254], [-0.770513, 2.152901, 2.603333]],
  "forces_ev_per_a": [[-0.105, -0.341, -0.179], [0.237, -0.026, 0.657], [-0.384, 0.284, -0.768], [0.462, -0.133, 0.624], [-0.164, 0.364, -0.639], [-0.393, -0.932, -0.296], [-0.592, 0.324, 0.955], [0.781, 0.142, 0.169], [-0.629, -0.777, -0.145], [0.728, 1.415, -0.367], [-0.010, -0.513, -0.080], [0.599, -0.353, 0.500], [-0.183, -1.036, -0.512], [-0.151, 0.563, 0.581], [0.128, 0.561, -0.615], [0.445, -0.387, 0.019], [0.127, -1.833, 0.813], [0.052, 2.647, -0.596], [-0.267, -0.336, 0.631], [-0.348, -1.650, -0.088], [-0.294, 0.647, 1.455], [-0.033, -0.028, 1.209], [0.514, 0.639, -0.966], [0.243, -0.330, -0.868], [-0.057, 0.116, 0.084], [0.073, 0.090, 0.091], [-0.002, 0.067, -0.078], [0.016, -0.165, -0.162], [-0.054, 0.186, -0.099], [-0.048, 0.072, 0.147], [0.241, -0.242, 0.100], [-0.266, 0.029, -0.079], [0.044, -0.032, -0.076], [0.101, 0.283, 0.223], [0.034, -0.160, 0.109], [0.080, 0.034, 0.170], [0.196, 0.076, -0.053], [0.063, 0.188, -0.122], [0.321, -0.045, -0.594], [-0.085, -0.089, -0.047], [-0.101, 0.281, -0.008], [0.005, 0.176, -0.208], [-0.108, 0.133, 0.106], [-0.210, 0.020, -0.036], [0.022, -0.148, -0.135], [-0.308, 0.139, -0.049], [-0.318, 0.030, -0.094], [0.173, 0.165, -0.086], [-0.009, -0.123, -0.565], [-0.543, 0.320, -0.113], [0.124, -0.153, 0.084], [-0.186, -0.143, -0.024], [-0.060, -0.126, 0.209], [0.070, 0.046, -0.197], [-0.059, -0.011, 0.195], [-0.106, 0.011, -0.056], [0.241, 0.129, -0.183], [-0.001, -0.018, 0.013], [-0.021, -0.025, -0.027], [0.003, 0.026, 0.012], [-0.001, -0.010, 0.012], [0.056, 0.068, -0.006], [-0.018, -0.076, 0.020], [-0.104, -0.019, -0.019], [0.040, -0.009, 0.048]]
}

***

{
  "formula": "C16H37AlF3O2",
  "method": "ωB97M-V/def2-TZVPD",
  "total_charge": -1,
  "energy_ev": -36035.9400,
  "symbols": ["C", "C", "C", "C", "C", "Al", "C", "C", "C", "F", "F", "F", "H", "H", "H", "H", "H", "H", "H", "H", "H", "H", "H", "H", "H", "H", "H", "H", "H", "C", "C", "O", "C", "C", "H", "H", "H", "H", "H", "H", "H", "H", "H", "H", "C", "C", "O", "C", "C", "H", "H", "H", "H", "H", "H", "H", "H", "H", "H"],
  "positions_angstrom": [[5.444682, 0.613883, 2.066763], [5.782940, -0.843060, 1.530191], [4.517932, -1.799442, 1.298888], [3.181065, -1.360081, 2.035894], [3.267662, -1.780470, 3.593579], [1.664290, -2.472749, 1.146198], [-0.209225, -1.823012, 1.664214], [-0.250058, -0.578342, 2.661004], [-0.357982, 0.827676, 1.961785], [-0.956480, 0.805251, 0.696910], [-1.115003, 1.765406, 2.708044], [0.901592, 1.436732, 1.781872], [4.784025, 0.627332, 2.988137], [4.993086, 1.257230, 1.238426], [6.432806, 1.107540, 2.344283], [6.575866, -1.333996, 2.173043], [6.268676, -0.697822, 0.502504], [4.817421, -2.828833, 1.698712], [4.335143, -1.905630, 0.185487], [2.879521, -0.281279, 1.883889], [3.729132, -2.811201, 3.732254], [3.865786, -0.973467, 4.137330], [2.251255, -1.820614, 4.096183], [1.845025, -2.212392, -0.440817], [1.925419, -4.024505, 1.393806], [-0.731091, -2.696228, 2.190650], [-0.813533, -1.656009, 0.708841], [0.608467, -0.536251, 3.397709], [-1.192050, -0.700291, 3.299512], [0.541027, 1.096993, -5.376227], [0.290349, -0.280227, -4.783191], [0.903747, -0.474697, -3.521285], [0.499163, 0.408223, -2.482464], [-0.985757, 0.340770, -2.172720], [1.614715, 1.279636, -5.476515], [0.076446, 1.176889, -6.362622], [0.131419, 1.891131, -4.750060], [0.713538, -1.033578, -5.451757], [-0.782398, -0.491047, -4.719810], [0.806145, 1.433636, -2.718009], [1.060084, 0.114788, -1.591973], [-1.597284, 0.630944, -3.031065], [-1.230842, 1.006784, -1.347439], [-1.271358, -0.677903, -1.896841], [-4.132590, 2.137305, 1.236391], [-5.160476, 1.033177, 1.059672], [-6.216761, 1.374781, 0.171066], [-5.837460, 1.687695, -1.160765], [-5.123002, 0.551435, -1.872242], [-4.612324, 3.051691, 1.598349], [-3.368351, 1.833382, 1.953442], [-3.630372, 2.380716, 0.298863], [-5.624724, 0.826076, 2.026426], [-4.683848, 0.101220, 0.740278], [-5.235004, 2.602258, -1.176659], [-6.761285, 1.917224, -1.698266], [-4.186600, 0.284020, -1.379561], [-4.891337, 0.834471, -2.901783], [-5.751227, -0.343167, -1.888525]],
  "forces_ev_per_a": [[0.715, 0.087, -0.182], [0.004, 0.396, -0.808], [0.045, 0.307, 0.567], [-0.172, -1.610, 0.448], [-0.003, 1.061, -0.427], [0.485, 0.787, -0.305], [-0.508, -0.300, 0.295], [-1.353, 0.008, 0.038], [0.481, 0.584, -0.162], [0.926, 0.063, 2.294], [1.209, -1.449, -1.060], [-2.177, -0.972, 0.207], [0.713, -0.091, -1.248], [0.346, -0.925, 1.197], [-1.154, -0.456, -0.267], [-0.985, 0.568, -0.493], [-0.408, -0.172, 1.380], [-0.570, 1.217, -0.662], [0.174, 0.149, 1.229], [0.733, -0.976, 0.336], [-0.415, 1.351, -0.265], [-0.482, -1.270, -0.190], [1.017, 0.069, -0.562], [-0.052, 0.092, -0.272], [-0.076, -0.453, 0.310], [0.563, 1.203, -0.533], [0.674, 0.094, 1.369], [-0.794, 0.059, -1.093], [1.124, 0.616, -0.780], [0.025, 0.130, 0.006], [0.075, 0.055, 0.198], [0.099, -0.082, -0.198], [-0.043, -0.007, 0.172], [-0.177, -0.026, -0.259], [-0.080, -0.049, -0.013], [0.040, -0.027, 0.029], [-0.062, -0.024, -0.036], [0.069, -0.051, 0.175], [-0.076, 0.091, -0.030], [-0.082, 0.056, -0.046], [0.037, -0.183, -0.194], [0.006, 0.065, -0.014], [0.040, -0.044, -0.179], [0.078, 0.059, 0.055], [-0.036, 0.084, -0.041], [0.180, 0.089, 0.010], [-0.290, 0.010, -0.005], [0.067, -0.063, 0.020], [0.070, -0.117, 0.060], [0.003, -0.089, 0.010], [-0.074, 0.030, -0.080], [0.096, -0.081, 0.046], [-0.175, 0.019, -0.148], [0.085, 0.027, -0.029], [0.090, -0.038, -0.024], [-0.044, -0.021, 0.209], [0.029, 0.076, -0.083], [-0.017, -0.003, 0.052], [0.006, 0.076, -0.020]]
}

***

{
  "formula": "C16H37BClO4P2",
  "method": "ωB97M-V/def2-TZVPD",
  "total_charge": -1,
  "energy_ev": -57164.4065,
  "relative_energy_kj_mol": 0.0,
  "symbols": ["C", "C", "C", "C", "C", "C", "C", "C", "C", "C", "C", "C", "C", "C", "C", "C", "B", "P", "O", "Cl", "P", "O", "O", "O", "H", "H", "H", "H", "H", "H", "H", "H", "H", "H", "H", "H", "H", "H", "H", "H", "H", "H", "H", "H", "H", "H", "H", "H", "H", "H", "H", "H", "H", "H", "H", "H", "H", "H", "H", "H", "H"],
  "positions_angstrom": [[7.409440, -3.691270, 0.555265], [7.046923, -2.209645, 0.733321], [6.566658, -1.536342, -0.558687], [6.713597, -0.007288, -0.519964], [5.609294, 0.735252, -1.263782], [4.290358, 0.832267, -0.473182], [3.867891, 2.280185, -0.221810], [2.584446, 2.416743, 0.610895], [1.415573, 3.136211, -0.099647], [0.129545, 2.290739, -0.270001], [-1.044192, 2.789816, 0.566168], [-2.402632, 2.190881, 0.174588], [-2.836980, 0.965831, 1.006576], [-4.332435, 0.990570, 1.355330], [-4.916282, -0.381483, 1.727184], [-6.142496, -0.756682, 0.884560], [-5.741187, -1.359563, -0.586616], [-6.826394, -0.629635, -2.050692], [-8.326792, -0.506103, -1.295714], [-6.222631, 1.389050, -1.916942], [-5.942731, -3.274536, -0.634122], [-4.940597, -4.096119, 0.079340], [-6.009856, -3.730531, -2.217173], [-7.465419, -3.671368, -0.149369], [8.484245, -3.858498, 0.603662], [7.045727, -4.085067, -0.393944], [6.963141, -4.311264, 1.332941], [7.921383, -1.669690, 1.098442], [6.256092, -2.114266, 1.477622], [5.534495, -1.822177, -0.766106], [7.176422, -1.932625, -1.374481], [7.675407, 0.251365, -0.969964], [6.766063, 0.317814, 0.521400], [5.958976, 1.749419, -1.473247], [5.438316, 0.260322, -2.230350], [3.492496, 0.367463, -1.058324], [4.352783, 0.282626, 0.467497], [3.747121, 2.753413, -1.198726], [4.697131, 2.802477, 0.263356], [2.245494, 1.438469, 0.951425], [2.824472, 2.986631, 1.509680], [1.739727, 3.486954, -1.080137], [1.150676, 4.031510, 0.465061], [0.366146, 1.255330, -0.019368], [-0.179733, 2.298974, -1.316459], [-1.091430, 3.878579, 0.481432], [-0.860238, 2.577741, 1.623544], [-3.165411, 2.958521, 0.312206], [-2.394007, 1.906313, -0.877833], [-2.593868, 0.033147, 0.498816], [-2.270230, 0.986006, 1.943101], [-4.447160, 1.668142, 2.206396], [-4.882155, 1.427036, 0.521152], [-5.204559, -0.367986, 2.784489], [-4.154506, -1.157410, 1.636023], [-6.785643, 0.117140, 0.752428], [-6.742290, -1.473304, 1.453777], [-4.595330, -1.110253, -0.893002], [-8.854331, -1.236784, -1.610170], [-6.187307, -4.674875, -2.260335], [-7.911215, -4.188171, -0.817527]],
  "forces_ev_per_a": [[-0.187, -0.122, 0.172], [-0.106, -0.147, -0.291], [0.391, 0.000, 0.198], [0.075, -0.272, -0.268], [0.027, 0.193, 0.368], [-0.178, 0.043, -0.538], [0.185, -0.290, 0.096], [-0.057, 0.542, -0.040], [-0.248, -0.253, 0.063], [0.263, 0.184, -0.019], [-0.119, -0.107, -0.057], [0.011, -0.246, 0.444], [0.024, 0.328, 0.093], [0.409, -0.197, 0.011], [-0.339, 0.171, 0.207], [0.142, -0.397, -0.158], [-0.214, 0.430, -0.027], [0.135, -0.317, 0.058], [0.235, 0.435, 0.149], [-0.199, 0.070, 0.022], [0.718, 0.281, -0.049], [-0.068, -0.239, 0.240], [-0.444, 0.198, 0.042], [0.009, 0.197, 0.141], [0.060, 0.026, -0.125], [0.013, 0.030, -0.068], [0.019, -0.001, 0.055], [-0.024, 0.071, 0.123], [0.072, 0.128, 0.152], [-0.081, -0.035, 0.023], [-0.114, 0.038, -0.170], [0.083, 0.020, 0.095], [-0.138, 0.160, 0.045], [-0.019, 0.034, -0.076], [0.046, -0.035, -0.078], [-0.078, -0.141, 0.154], [0.061, -0.013, 0.086], [-0.056, 0.101, -0.002], [0.023, 0.031, 0.030], [0.048, -0.109, -0.007], [0.019, -0.117, 0.120], [0.095, 0.010, -0.025], [0.027, 0.081, -0.015], [-0.164, -0.128, -0.056], [0.005, -0.031, -0.058], [0.041, 0.054, -0.105], [0.067, 0.078, 0.065], [-0.057, 0.052, -0.127], [-0.118, 0.191, -0.131], [0.024, -0.033, -0.083], [0.066, -0.220, 0.025], [-0.134, 0.173, -0.084], [-0.066, -0.109, -0.063], [0.063, 0.011, 0.049], [0.044, -0.053, -0.056], [-0.002, 0.089, 0.106], [-0.084, -0.033, -0.048], [0.065, -0.192, -0.119], [-0.327, -0.216, -0.215], [0.285, -0.246, -0.100], [-0.227, -0.146, -0.177]]
}